Formula: CH4FeO17S4
Source: the Open Molecules 2025 dataset
Level of theory: ωB97M-V/def2-TZVPD

Its total energy is -113623.9090 eV. The HOMO energy (alpha / beta) is 6.30 / 6.31 eV. The calculation puts the frontier orbital gap (alpha / beta) at 5.0 / 5.0 eV. As for the expectation value of S²: 8.757.

```
! wB97M-V def2-TZVPD RIJCOSX def2/J DEFGRID3
* xyz -5 6
O 2.12914 -0.22347 -0.32926
O 3.46023 -1.59144 1.28435
O 1.74673 0.06239 1.87024
H 0.31406 0.19490 -2.61379
O 3.95774 0.77041 1.00934
O -0.68823 0.96258 2.07064
O -2.80613 -0.25174 2.45187
S -0.37267 -3.23159 0.63410
H -2.14506 -0.37283 -2.61880
O -0.51538 -3.75956 -0.76377
O 0.51033 2.02091 -0.32141
O -1.87441 0.40783 0.24295
Fe 0.23009 0.19707 0.42692
H -1.45321 -1.70519 -1.62327
S 2.91980 -0.26625 0.96794
O -0.20299 4.21640 0.54034
O -2.88219 2.07045 1.80611
O 0.34253 3.91958 -1.81623
O -0.08600 -1.73766 0.50832
C -1.24200 -0.95410 -2.38309
O -1.62519 -3.44038 1.38013
O 0.76189 -3.89695 1.30599
O 2.10420 3.87435 -0.11941
O -0.20563 -0.13703 -1.88075
H -0.91906 -1.46644 -3.30545
S -2.15102 0.80662 1.68391
S 0.69241 3.53112 -0.40792
*
```



Formula: C3H11NO4
Source: the Open Molecules 2025 dataset
Level of theory: ωB97M-V/def2-TZVPD

Its total energy is -12967.2536 eV. The HOMO energy is -9.24 eV. Its SMILES is O=CCNCO.O.O. The calculation puts the frontier orbital gap at 9.9 eV.

```
! wB97M-V def2-TZVPD RIJCOSX def2/J DEFGRID3
* xyz 0 1
O 4.15780 1.10849 2.66636
H -1.16069 -0.51171 -1.21141
N 0.53999 -0.91665 -0.27608
H 1.14027 -1.83937 2.01382
C 0.39853 -0.91458 2.11485
H 4.60389 0.80572 3.53305
O 0.22499 0.11649 -2.55349
C -0.21553 -0.76456 -1.55771
H -6.01285 0.84402 -2.22424
H -0.15962 -1.70229 -2.17141
O -0.29561 -0.76210 3.09654
H -0.73519 0.40692 0.94647
H 4.21870 2.11813 2.67034
H 0.63074 0.89519 -2.18016
H 1.56290 -1.11807 -0.49217
O -5.11357 1.14305 -2.66506
C 0.33406 -0.03649 0.88018
H 1.04239 0.70865 0.79894
H -5.16119 0.41917 -3.38883
*
```



Formula: C6H6O3S
Source: the Open Molecules 2025 dataset
Level of theory: ωB97M-V/def2-TZVPD

Its total energy is -23290.0999 eV. The HOMO energy (alpha / beta) is -9.24 / -9.25 eV. The calculation puts the frontier orbital gap (alpha / beta) at 7.9 / 7.9 eV.

```
! wB97M-V def2-TZVPD RIJCOSX def2/J DEFGRID3
* xyz 0 1
S -2.71252 0.40942 -0.81438
H 1.40283 -0.47769 -2.27465
H 0.52584 -2.07928 1.62127
H -1.24466 -0.37222 1.97404
H 1.45989 -2.36320 -0.67433
O -3.51898 -0.35233 0.15329
H 0.49216 2.19297 1.47201
C 0.25292 0.89045 -0.75076
C -0.77345 -0.48332 1.00483
O 1.22466 2.45290 0.86485
H 0.26278 1.51246 -1.68334
C -1.05710 0.40082 -0.23617
C 0.97924 -1.38157 -0.38697
O 1.47829 1.32658 0.07926
C 0.25530 -1.28184 0.91403
C 0.97280 -0.39415 -1.26298
*
```



Formula: C6H28N2O6
Source: the Open Molecules 2025 dataset
Level of theory: ωB97M-V/def2-TZVPD

Its total energy is -21940.5249 eV. The HOMO energy is -8.71 eV. Its SMILES is CCN(C)CCNC.O.O.O.O.O.O. The calculation puts the frontier orbital gap at 8.9 eV.

```
! wB97M-V def2-TZVPD RIJCOSX def2/J DEFGRID3
* xyz 0 1
C -0.52693 -2.69619 2.08615
H -1.27430 2.61149 -3.31416
H -3.25151 0.40801 2.30302
H 3.43239 1.13570 0.41387
H -0.19764 1.28634 -3.69714
H -2.88240 -0.59904 -0.16317
H 0.36818 2.73552 -2.90429
O 1.29752 2.67006 3.27005
H 0.74930 2.26938 0.13105
H -0.44350 -0.60862 -2.87253
H -2.16168 -1.18179 -2.72059
C -0.45344 2.00875 -2.93241
H -1.14660 -3.54039 2.36927
C -1.26488 -0.84532 -2.20981
H -0.95190 -0.20786 1.69724
O 3.84304 1.92170 0.01368
H -0.44573 -2.05472 2.98501
O 1.12357 -3.22030 -1.17184
H 1.45025 -3.78723 -0.46819
H 3.73112 -1.24046 0.22986
H 0.05610 -0.42823 0.25719
H 0.38450 -2.73454 -0.78031
C -0.57588 1.36784 -1.55683
H 0.35984 2.45451 3.22117
O -3.16241 -0.33895 2.89817
H -2.27614 -0.35595 3.27683
N -1.08368 -2.07916 0.91263
H -0.87171 -1.59980 -1.53922
H 3.12990 -1.63162 -1.08707
O 1.19987 3.09917 0.33919
H 1.50219 3.03069 2.39384
H 0.52055 -2.98305 1.92958
H 0.42389 0.99190 -1.30600
C -2.01523 0.07201 -0.10522
H 2.05169 2.94103 -0.10377
H -2.34235 0.97513 0.39635
H 4.00867 1.54763 -0.86470
H -0.80713 2.20217 -0.89557
C -0.90969 -0.65895 0.70049
O 3.06777 -0.93860 -0.40782
H -2.03400 -2.36465 0.74390
N -1.62161 0.36637 -1.46790
*
```



Formula: C14H27Cl22O4P
Source: the Open Molecules 2025 dataset
Level of theory: ωB97M-V/def2-TZVPD

Its total energy is -307927.2660 eV. The HOMO energy is -9.16 eV. The calculation puts the frontier orbital gap at 9.4 eV.

```
! wB97M-V def2-TZVPD RIJCOSX def2/J DEFGRID3
* xyz 0 1
C -0.07046 -0.91754 -1.87771
Cl 0.86827 -5.56420 6.66600
H 3.39450 -6.19283 1.14885
C -0.47986 7.77587 -1.55536
H 2.48149 7.01580 -0.06296
Cl -7.79296 -0.59111 1.05312
Cl 1.01020 -1.44311 -6.71833
H -0.31082 -4.02504 1.93262
H 2.44374 -5.48941 4.92285
H 1.05322 2.07980 -0.49822
O 0.50606 2.47692 -1.19465
H 2.36655 -7.28638 0.19378
H 6.09541 -3.96489 8.92729
H 2.10001 -3.23074 -5.66208
H 2.18004 5.06846 -2.18091
Cl -1.71124 -2.15700 2.19721
Cl 4.48231 5.88055 -0.52868
Cl -3.01351 3.79774 -5.28362
C 1.96520 -4.74442 5.54976
H -5.05185 -1.62541 -2.59020
P 1.17405 2.12286 -2.60143
C -0.25377 -2.98687 1.63533
C 0.85157 -0.20623 -2.11484
H -0.95385 8.59746 -2.07855
Cl -3.08147 -0.45440 -2.06303
Cl -1.47475 0.00252 6.55080
Cl -7.78135 -1.37447 -1.76623
H 2.70743 -4.20281 6.12737
H -1.09103 -1.23117 -1.77608
Cl 4.01048 -2.93932 9.27823
H 0.80871 4.53700 -3.14779
Cl 0.21807 -0.02720 4.16263
H -1.10655 2.43773 -5.39770
C -8.02842 -1.91018 -0.09807
Cl 1.10959 -3.60082 4.50542
C 1.07139 -2.89295 -5.70832
Cl -4.35062 -2.65396 -0.59704
C 2.41970 -6.32782 0.69574
C -1.64362 3.04446 -6.11594
H 3.37010 6.58180 1.41924
O 1.84157 0.64157 -2.39166
Cl -1.60526 6.42173 -1.47457
Cl 1.00192 7.33634 -2.42415
Cl 4.90318 -4.50791 6.97543
H -0.21345 8.07084 -0.54716
H 5.85103 -2.55239 7.87091
H 0.44233 -3.66255 -6.14031
C -1.23095 0.63709 4.91982
C -4.60314 -1.27150 -1.67165
Cl 2.01351 4.82476 0.64330
H -1.12752 1.71380 4.97780
H -7.30984 -2.69201 0.11960
H -5.25741 -0.56531 -1.17954
Cl -0.08849 -2.90020 -0.12498
Cl 2.15910 -5.04466 -0.48446
Cl 1.19282 -6.29612 1.97685
H -9.04089 -2.28271 -0.00141
Cl 0.51468 -2.52486 -4.07118
Cl -2.17365 2.02574 -7.46941
H 0.61359 -2.51673 2.08267
O 2.34632 3.11574 -2.90401
C 3.05111 6.24370 0.44064
H -1.00746 3.82705 -6.51141
H -2.08735 0.37034 4.31095
C 5.39086 -3.43519 8.29775
C 1.89440 4.48777 -3.04771
H 2.32094 4.89734 -3.96156
O 0.14235 2.07332 -3.63685
*
```



Formula: C24H27BCoN2O5
Source: the Open Molecules 2025 dataset
Level of theory: ωB97M-V/def2-TZVPD

Its total energy is -76848.9201 eV. The HOMO energy (alpha / beta) is 0.54 / -0.16 eV. The calculation puts the frontier orbital gap (alpha / beta) at 3.5 / 4.2 eV. As for the expectation value of S²: 0.778.

```
! wB97M-V def2-TZVPD RIJCOSX def2/J DEFGRID3
* xyz -2 2
H -3.73597 -0.91982 -3.36432
H 2.03488 0.17499 6.29476
H -5.47746 3.69429 -3.54472
H 0.15494 4.04901 -1.89589
C -5.98519 1.61015 -3.64515
C 0.83413 -1.09098 1.64958
C -3.25571 1.14557 -3.27531
H -0.59827 -4.17956 -2.12299
C 0.38328 1.01248 2.71310
H 0.68422 -3.67798 4.86488
H 0.48698 0.95564 4.84164
C 0.91018 -0.98380 4.02986
O -1.42556 -0.36902 -3.10900
H 0.26182 4.09383 -3.64064
H 2.40379 -3.25880 4.79132
H -1.15204 -2.79827 -1.12395
O 2.40461 -0.27174 -3.26800
C -5.10484 2.67719 -3.50929
C -1.79367 0.86415 -3.07999
C -0.17143 -1.47733 6.24279
C 1.03581 -1.73100 2.85442
C 0.81921 3.84594 -2.73654
H 5.13936 1.22777 -2.59741
B 0.61547 -0.55128 -0.51695
O 1.55895 -3.05710 -2.55619
H -1.47578 -2.78424 -2.84879
H -1.00351 -1.98890 5.75051
H 1.61087 -3.47679 6.35424
C 1.20946 2.39225 -2.74364
C 2.58945 2.05249 -2.78603
C 4.57449 0.64515 -3.32745
H 4.84375 1.00233 -4.32476
Co 0.51879 -0.47885 -2.50290
H 0.13263 2.06428 2.65919
N 0.29382 1.46925 -2.75190
H 3.18931 -0.96273 5.59420
C 0.58595 0.37298 3.93393
H -0.03004 -1.92256 7.23094
C 0.57724 -2.37868 -2.34024
C -5.49851 0.31323 -3.59375
N -1.02718 1.89819 -2.89268
C -0.75148 -3.09861 -2.09487
C -4.13990 0.08288 -3.41048
H 3.30659 2.85658 -2.68316
C 0.51369 0.25201 1.57280
H 1.70584 4.47596 -2.67092
H -0.45888 -0.43252 6.38215
H 4.84492 -0.40615 -3.24654
C 1.11495 -1.60621 5.41439
H 1.28586 -2.78314 2.86562
C 1.47402 -3.09103 5.34239
C 3.07708 0.78744 -3.10374
H -3.04887 3.26238 -3.21224
H -6.17748 -0.52556 -3.69327
H -7.04439 1.79126 -3.78662
C 2.25217 -0.88630 6.15314
H 2.40230 -1.33325 7.13923
O 0.37395 0.61307 0.26360
O 0.90145 -1.60674 0.38652
C -3.75004 2.44622 -3.32486
*
```



Formula: C9H20Br3CuN
Source: the Open Molecules 2025 dataset
Level of theory: ωB97M-V/def2-TZVPD

Its total energy is -265918.9208 eV. The HOMO energy is -4.29 eV. The calculation puts the frontier orbital gap at 6.4 eV.

```
! wB97M-V def2-TZVPD RIJCOSX def2/J DEFGRID3
* xyz -1 1
H 12.87729 24.17808 3.09601
Br 8.96626 22.34203 -0.74031
H 12.24716 26.09451 1.01744
H 11.60438 23.99977 4.30233
C 11.72581 22.58899 1.75236
H 10.67787 26.14204 3.70425
H 8.88923 25.05761 3.59857
H 7.21264 24.34333 5.12966
H 6.98357 23.65093 3.57735
H 12.65550 22.99727 1.35281
C 9.00959 24.05779 4.04285
C 9.65388 23.19938 2.95655
C 11.57986 25.89954 3.14693
H 10.81651 24.41306 0.28100
H 11.24128 22.08984 0.91467
H 9.66899 24.20971 4.89999
H 12.43404 26.50703 3.43882
C 11.84158 24.41700 3.32751
C 10.57210 24.76255 1.27968
Br 5.79486 25.46201 1.25959
C 11.35208 26.01583 1.63855
H 9.49496 24.76904 1.36185
H 10.03239 22.33328 3.51853
H 8.51610 22.18394 5.88902
H 6.71344 22.04944 5.64193
H 10.82378 26.92212 1.33667
C 7.63077 23.59045 4.45658
C 7.68625 22.24602 5.18710
H 8.97302 22.84970 2.18171
Cu 7.44197 24.85681 -0.62168
H 7.79217 21.41429 4.48276
H 12.00637 21.92924 2.57236
N 10.92658 23.69889 2.32570
Br 9.07008 26.98322 -1.22758
*
```



Formula: C29H27AsI2N2NiO7P2
Source: the Open Molecules 2025 dataset
Level of theory: ωB97M-V/def2-TZVPD

Its total energy is -184492.6220 eV. The HOMO energy (alpha / beta) is -7.69 / -7.66 eV. The calculation puts the frontier orbital gap (alpha / beta) at 7.4 / 7.4 eV. As for the expectation value of S²: 2.006.

```
! wB97M-V def2-TZVPD RIJCOSX def2/J DEFGRID3
* xyz 0 3
H 1.04488 4.18167 -4.00280
O -3.87660 1.90943 -2.84585
Ni -1.30551 0.89669 0.48572
H 3.74222 1.25600 3.32603
H -0.23566 3.29338 2.30809
H 0.14577 -2.43693 -0.50372
C 0.22585 0.03231 4.29647
C 3.71486 -1.68380 1.65317
H -5.58109 1.65265 0.57352
H 4.16209 -2.66929 1.67856
H -0.14781 -3.30970 4.80831
C 3.14027 2.12654 -1.49338
C 4.04809 -0.74832 2.61994
C -0.08594 2.38401 2.87803
H -3.35811 -1.98757 -0.17422
H -2.24122 0.41151 -4.01296
H -5.73248 0.30130 -2.02928
P -4.15662 0.04523 0.66630
C 1.63480 3.60387 -3.30299
H 2.15029 1.83002 1.52866
H 1.10928 1.26332 5.83491
C 1.39092 -0.89531 -3.25198
C -0.29914 0.08606 2.98084
C 0.64885 1.25713 4.85614
H 4.77907 3.37777 -2.07276
I 1.11160 -1.42806 6.85581
H 0.78535 3.37053 4.57937
C -3.84716 -0.28785 -1.17116
C 3.72962 3.15383 -2.21625
As 0.86950 0.43263 -0.68563
H 3.44340 4.69390 -3.68019
C 2.98010 3.89115 -3.12101
N -0.44051 1.25760 2.30628
H -3.16744 -2.15586 -1.91087
C 3.48368 0.51943 2.57557
C 2.23868 -0.09987 0.59904
C 1.04056 2.58215 -2.57794
O -3.19370 1.05713 1.24463
H -5.74225 -1.32135 -1.32509
C 0.28661 -1.22743 4.92722
C 1.37113 -1.96987 -4.12884
C 2.58631 0.83852 1.57068
C 1.79251 1.83252 -1.67478
C -0.69471 -1.09967 2.27479
O -2.09425 0.08491 -3.11179
C -0.66475 -2.29070 2.99460
C 0.47995 -2.30110 -1.52836
H 1.72378 -1.84048 -5.14421
H 1.75054 0.06985 -3.58597
I -1.30328 -3.99935 1.97065
O -1.02740 -1.02982 1.02451
H -0.01480 2.37121 -2.69544
H 0.88690 -4.04204 -4.40188
C 0.90325 -3.20790 -3.71222
C 0.48100 2.42226 4.15944
H -4.93536 -1.00023 -2.89066
O -1.92501 1.72187 -1.18512
P -2.94882 1.05649 -2.08913
H 0.10231 -4.33966 -2.07114
C 0.45984 -3.37409 -2.40787
O -4.20532 -1.34688 1.19520
H -2.03790 -1.37121 -0.98991
O -5.62029 0.69293 0.70262
C 2.81076 -1.36484 0.64854
C -5.14753 -0.60377 -1.89366
C -0.17551 -2.35600 4.29949
H 2.55946 -2.10430 -0.10048
N -3.03292 -1.55760 -1.10098
H 4.74784 -1.00331 3.40519
H 3.73099 1.55060 -0.79256
C 0.94618 -1.05419 -1.94518
*
```